No. 1
{
  "formula": "C19H20F2N2O2",
  "method": "ωB97M-V with the def2-TZVPD basis set",
  "species": ["N", "C", "H", "H", "C", "C", "H", "F", "C", "H", "C", "H", "H", "H", "H", "F", "H", "C", "H", "H", "C", "C", "C", "H", "C", "H", "H", "O", "C", "C", "C", "C", "C", "C", "O", "H", "H", "H", "N", "H", "H", "C", "C", "C", "H"],
  "coordinates": [[2.26, 0.37, 0.25], [3.79, -3.03, 0.11], [4.57, -1.07, 0.48], [2.13, 2.59, -1.20], [3.37, 1.23, -0.10], [1.03, 2.19, 1.30], [-3.58, -1.55, 0.35], [-5.68, -1.19, 1.79], [-2.13, -0.49, -0.77], [4.12, 1.28, 0.71], [2.83, 2.63, -0.37], [2.84, 3.28, 1.68], [1.68, 4.15, 0.67], [-5.83, -1.87, -0.08], [0.25, 2.14, 0.53], [-7.45, -0.92, 0.59], [3.65, 3.29, -0.65], [1.33, -1.81, -0.19], [4.76, -3.50, 0.23], [-4.88, 2.15, -1.37], [-2.84, 1.59, -1.75], [2.46, -1.03, 0.13], [-1.85, 0.64, -1.54], [3.85, 0.83, -0.99], [-4.10, 1.42, -1.22], [0.30, -0.11, -0.48], [0.57, 2.51, 2.23], [-1.47, -2.73, -0.36], [-3.41, -0.67, -0.24], [-1.13, -1.57, -0.50], [1.63, 0.80, 1.49], [2.12, 3.17, 0.87], [2.67, -3.79, -0.15], [-6.11, -0.98, 0.52], [-5.68, 0.20, 0.03], [0.56, -3.77, -0.54], [2.38, 0.83, 2.31], [-0.88, 0.77, -1.99], [0.14, -1.11, -0.41], [-2.63, 2.46, -2.35], [0.86, 0.08, 1.78], [-4.39, 0.28, -0.47], [3.69, -1.66, 0.26], [1.44, -3.18, -0.31], [2.75, -4.86, -0.25]],
  "smiles": "O=C(Nc1ccccc1N1CCCCC1)c1cccc(OC(F)F)c1",
  "energy_ha": -1195.78387,
  "de_lowest_kcal_mol": 0.0,
  "e_lumo_ev": 0.437
}



No. 2
{
  "formula": "C6H14NO",
  "method": "ωB97M-V with the def2-TZVPD basis set",
  "species": ["H", "C", "H", "H", "O", "H", "H", "H", "H", "H", "C", "N", "C", "C", "C", "C", "H", "H", "H", "H", "H", "H"],
  "coordinates": [[1.92, 1.47, 1.74], [-1.14, -2.22, -0.13], [1.96, -1.26, 1.40], [0.56, 1.59, -1.54], [1.39, 1.52, 0.99], [3.07, -0.55, -0.01], [-2.15, 2.06, -0.48], [1.86, -1.48, -0.34], [-0.81, -2.45, -1.11], [-0.63, -2.57, 0.69], [1.11, 0.36, 0.22], [1.27, 0.91, -1.24], [-2.11, 0.15, 0.18], [-1.24, -0.78, 0.07], [-1.91, 1.60, 0.39], [2.11, -0.75, 0.39], [-3.10, -0.21, 0.12], [-2.45, 1.83, 1.29], [2.14, 1.41, -1.49], [-0.82, 1.73, 0.80], [1.27, 0.14, -1.95], [-2.29, -2.49, 0.04]],
  "charge": 1,
  "energy_ha": -366.56908,
  "de_lowest_kcal_mol": 124.3,
  "e_lumo_ev": [-3.986, -3.986]
}